No. 1
{
  "formula": "C27H44BrN3OP2Pt",
  "method": "ωB97M-V/def2-TZVPD",
  "symbols": ["C", "C", "C", "C", "N", "C", "C", "C", "C", "C", "C", "C", "C", "C", "Pt", "P", "H", "H", "H", "H", "H", "H", "H", "H", "C", "C", "H", "H", "H", "H", "H", "C", "C", "H", "H", "H", "H", "H", "C", "C", "H", "H", "H", "H", "H", "Br", "P", "C", "C", "H", "H", "H", "H", "H", "C", "C", "H", "H", "H", "H", "H", "C", "C", "H", "H", "H", "H", "H", "C", "N", "C", "N", "O", "H", "H", "H", "H", "H", "H"],
  "positions_angstrom": [[-5.082, -5.573, -1.502], [-5.055, -4.172, -1.356], [-6.237, -3.451, -1.582], [-7.395, -4.158, -1.931], [-7.413, -5.485, -2.059], [-6.294, -6.182, -1.852], [-3.852, -3.463, -1.032], [-2.717, -3.069, -0.837], [-1.446, -2.531, -0.886], [-0.506, -3.005, 0.034], [0.642, -2.269, 0.203], [0.701, -1.077, -0.518], [-0.051, -0.770, -1.655], [-1.211, -1.492, -1.805], [1.902, 0.338, 0.121], [1.495, 0.575, 2.305], [-6.272, -2.370, -1.513], [-4.198, -6.188, -1.367], [-8.333, -3.632, -2.111], [-6.366, -7.263, -1.971], [-1.950, -1.263, -2.572], [-0.716, -3.893, 0.622], [0.253, 0.012, -2.347], [1.432, -2.577, 0.880], [2.478, 1.784, 3.298], [1.840, 2.472, 4.504], [2.837, 2.544, 2.587], [3.379, 1.242, 3.622], [2.589, 3.132, 4.964], [0.984, 3.101, 4.227], [1.521, 1.762, 5.280], [-0.288, 0.954, 2.508], [-1.073, 0.105, 3.505], [-0.727, 0.838, 1.501], [-0.346, 2.024, 2.767], [-2.121, 0.435, 3.483], [-1.061, -0.963, 3.242], [-0.708, 0.234, 4.534], [1.853, -0.999, 3.179], [1.993, -0.958, 4.706], [2.793, -1.363, 2.735], [1.081, -1.719, 2.874], [2.132, -1.988, 5.063], [2.872, -0.377, 5.016], [1.101, -0.551, 5.200], [3.689, 2.046, 0.310], [-0.031, 3.609, -1.394], [0.058, 3.632, 0.437], [-0.129, 5.030, 1.042], [1.034, 3.201, 0.717], [-0.754, 2.976, 0.785], [-0.399, 4.954, 2.103], [0.789, 5.626, 0.975], [-0.933, 5.580, 0.537], [1.533, 3.035, -2.129], [1.989, 3.907, -3.302], [1.400, 1.984, -2.419], [2.296, 3.053, -1.328], [3.060, 3.764, -3.478], [1.457, 3.633, -4.217], [1.808, 4.969, -3.104], [-1.337, 2.374, -1.803], [-2.722, 3.002, -2.046], [-1.381, 1.642, -0.982], [-1.000, 1.851, -2.712], [-3.361, 2.291, -2.586], [-3.223, 3.246, -1.100], [-2.647, 3.916, -2.649], [3.938, -1.582, -4.015], [4.197, -2.012, -2.654], [3.724, -1.369, -1.563], [4.131, -1.834, -0.354], [2.904, -0.401, -1.683], [2.964, -1.089, -4.089], [3.948, -2.467, -4.655], [4.728, -0.905, -4.362], [4.939, -2.678, -2.492], [3.973, -1.236, 0.455], [4.901, -2.500, -0.309]],
  "forces_ev_per_angstrom": [[-0.32, -0.03, 0.02], [-0.47, 0.12, -0.02], [-0.42, -0.36, -0.23], [0.64, -0.08, 0.17], [-0.11, 0.01, 0.01], [0.32, 0.67, 0.10], [0.32, -0.85, -0.14], [-1.32, -0.41, -0.68], [-1.09, -0.26, 0.27], [1.23, 0.03, 0.52], [-0.89, -1.23, -0.35], [1.30, 1.15, 1.38], [-0.85, -0.75, -0.50], [0.66, 0.85, -0.37], [2.07, 0.10, -0.47], [-0.74, 0.00, 0.86], [0.11, -0.12, 0.08], [-0.06, 0.22, 0.07], [0.21, -0.14, 0.03], [0.07, 0.28, 0.02], [0.15, -0.13, 0.24], [-0.07, 0.15, -0.08], [-0.11, -0.13, 0.26], [-0.19, 0.19, -0.07], [0.33, 0.44, -0.53], [-0.22, -0.08, 0.31], [-0.17, -0.27, 0.42], [-0.19, 0.09, -0.25], [-0.23, -0.21, -0.19], [0.17, -0.18, 0.07], [0.00, 0.22, -0.24], [-0.23, 0.13, -0.03], [-0.31, 0.12, 0.21], [0.16, 0.05, 0.42], [-0.08, -0.34, -0.02], [0.26, -0.17, 0.10], [0.06, 0.34, 0.13], [-0.17, -0.09, -0.35], [-0.01, -0.32, -0.38], [-0.04, -0.06, 0.10], [-0.17, 0.05, 0.12], [0.15, 0.17, 0.13], [-0.02, 0.32, -0.04], [-0.30, -0.16, -0.05], [0.36, -0.15, -0.15], [0.46, -0.15, -0.04], [0.13, -2.00, 0.69], [-0.14, 0.53, 0.10], [0.04, 0.33, 0.19], [-0.29, 0.06, -0.19], [0.28, 0.15, -0.29], [0.11, -0.01, -0.26], [-0.23, -0.13, -0.05], [0.15, -0.09, 0.18], [0.31, 0.60, 0.11], [0.03, 0.00, -0.37], [-0.08, 0.16, 0.03], [-0.50, 0.12, -0.26], [-0.22, 0.02, 0.04], [0.07, 0.15, 0.06], [0.16, -0.18, -0.07], [-0.23, 0.44, -0.59], [-0.20, 0.00, 0.04], [0.23, 0.22, -0.15], [-0.05, 0.25, 0.26], [0.16, 0.21, 0.18], [0.15, 0.03, -0.24], [-0.09, -0.27, 0.12], [0.17, -0.03, -0.42], [-0.28, 0.43, 0.95], [-0.03, 0.22, -0.49], [0.11, 0.01, 0.13], [0.42, -0.47, -0.21], [0.29, -0.16, 0.13], [-0.10, 0.17, 0.05], [-0.25, -0.02, 0.04], [-0.14, 0.08, -0.20], [0.18, -0.22, -0.44], [-0.39, 0.39, 0.07]],
  "e_homo_ev": [-13.481, -13.625],
  "charge": 2,
  "e_above_lowest_kj_mol": 26.1,
  "spin_multiplicity": 3,
  "lumo_energy_ev": [-5.38, -8.44]
}


No. 2
{
  "formula": "C27H44F6OP2Ti",
  "method": "ωB97M-V/def2-TZVPD",
  "symbols": ["Ti", "C", "C", "C", "C", "C", "C", "H", "H", "H", "C", "H", "H", "H", "C", "H", "H", "H", "C", "H", "H", "H", "C", "H", "H", "H", "C", "C", "C", "C", "C", "C", "C", "C", "H", "H", "H", "H", "H", "H", "H", "H", "H", "H", "H", "H", "P", "C", "C", "P", "C", "C", "C", "H", "H", "H", "H", "H", "H", "H", "H", "H", "H", "H", "H", "H", "H", "C", "C", "O", "C", "F", "F", "F", "C", "F", "F", "F", "H", "H", "H"],
  "positions_angstrom": [[0.106, -0.654, 1.783], [-0.833, -2.409, 2.725], [0.490, -2.745, 2.240], [0.713, -1.081, 3.862], [-0.708, -1.376, 3.703], [1.439, -1.936, 2.979], [-2.105, -3.093, 2.322], [-2.026, -3.518, 1.318], [-2.951, -2.400, 2.335], [-2.334, -3.917, 3.012], [-1.807, -0.725, 4.483], [-2.782, -0.922, 4.029], [-1.665, 0.360, 4.512], [-1.832, -1.098, 5.516], [1.275, -0.084, 4.827], [1.401, -0.528, 5.823], [0.609, 0.780, 4.916], [2.252, 0.279, 4.494], [2.931, -2.045, 2.884], [3.318, -2.727, 3.655], [3.411, -1.073, 3.026], [3.240, -2.441, 1.912], [0.828, -3.879, 1.319], [1.047, -4.799, 1.881], [1.707, -3.646, 0.711], [0.000, -4.096, 0.638], [-1.703, 0.873, -5.092], [-1.766, -0.464, -5.108], [-0.932, -1.468, -5.859], [0.420, -0.983, -6.427], [1.358, -0.466, -5.363], [1.418, 0.755, -4.818], [0.591, 1.983, -5.094], [-0.752, 1.784, -5.831], [-1.532, -1.888, -6.682], [0.253, -0.239, -7.208], [-0.740, -2.311, -5.181], [-0.572, 1.434, -6.849], [-2.411, 1.384, -4.439], [-2.537, -0.919, -4.484], [-1.222, 2.769, -5.929], [0.387, 2.468, -4.129], [2.177, 0.905, -4.050], [1.201, 2.706, -5.658], [0.895, -1.839, -6.922], [2.058, -1.206, -4.973], [-1.102, -0.355, -0.123], [-2.725, 0.505, -0.158], [-1.386, -1.729, -1.317], [1.473, 0.179, 0.164], [0.122, 0.753, -0.975], [2.519, -0.919, -0.881], [2.594, 1.609, 0.435], [-2.701, 1.279, 0.613], [-3.513, -0.214, 0.089], [-2.933, 0.947, -1.139], [-1.530, -1.351, -2.335], [-2.278, -2.287, -1.017], [-0.533, -2.412, -1.299], [2.867, 2.099, -0.506], [3.502, 1.257, 0.936], [2.077, 2.310, 1.096], [-0.122, 1.787, -0.707], [0.262, 0.661, -2.057], [3.475, -1.091, -0.376], [2.712, -0.473, -1.863], [2.023, -1.884, -1.010], [-1.804, 2.609, 2.520], [-0.318, 2.627, 2.862], [0.394, 1.359, 2.568], [0.309, 3.825, 2.047], [-0.388, 5.006, 2.254], [1.621, 4.058, 2.424], [0.257, 3.595, 0.688], [-0.188, 3.064, 4.378], [1.139, 3.049, 4.775], [-0.654, 4.354, 4.578], [-0.934, 2.297, 5.244], [-1.905, 2.827, 1.450], [-2.336, 3.471, 2.977], [-2.309, 1.685, 2.857]],
  "forces_ev_per_angstrom": [[-0.06, 4.99, 4.97], [0.37, -0.50, 0.01], [-0.04, -0.40, 1.46], [-0.92, -1.09, 0.86], [1.33, -0.77, 0.88], [-0.25, -0.72, 0.06], [-0.15, -0.02, -0.16], [-0.05, 0.01, 0.16], [0.04, -0.15, 0.03], [0.08, 0.21, -0.11], [-0.14, 0.22, -0.41], [0.09, -0.04, 0.13], [-0.01, -0.26, 0.20], [0.11, 0.06, -0.25], [-0.02, 0.13, -0.12], [-0.07, -0.07, -0.25], [0.33, -0.55, 0.11], [-0.15, -0.02, 0.09], [0.14, 0.13, -0.18], [-0.16, 0.16, -0.13], [-0.01, -0.14, 0.05], [-0.01, 0.01, 0.15], [-0.03, 0.20, -0.40], [-0.07, 0.31, -0.01], [-0.05, -0.11, 0.10], [0.11, -0.04, 0.11], [0.12, -0.29, 0.17], [0.15, 0.29, 0.12], [0.11, 0.02, -0.14], [-0.12, -0.02, -0.05], [-0.10, 0.19, 0.26], [-0.17, -0.34, -0.02], [-0.10, 0.04, -0.19], [0.12, 0.04, -0.02], [0.12, 0.09, 0.18], [0.08, -0.17, 0.12], [-0.03, 0.05, -0.09], [-0.07, 0.11, 0.18], [-0.02, -0.04, -0.11], [-0.05, 0.05, -0.12], [0.08, -0.18, 0.00], [0.01, 0.02, -0.07], [0.07, 0.01, -0.10], [-0.12, -0.14, 0.13], [-0.08, 0.17, 0.08], [-0.01, 0.09, -0.08], [-3.56, 0.39, -5.14], [0.10, -0.07, 0.64], [0.28, -0.28, 0.38], [4.34, 1.84, -4.03], [-0.18, -0.23, 1.51], [-0.30, -0.25, 0.19], [-0.26, -0.13, 0.63], [-0.25, -0.12, -0.34], [0.10, 0.09, -0.02], [0.26, -0.16, 0.10], [0.10, 0.18, 0.20], [0.12, 0.08, 0.05], [-0.07, 0.00, -0.15], [-0.18, -0.28, 0.03], [-0.12, 0.03, -0.07], [0.41, -0.24, -0.27], [0.06, -0.10, -0.01], [0.01, -0.35, 0.14], [-0.15, 0.04, 0.00], [-0.14, 0.02, 0.21], [0.11, 0.03, -0.16], [-0.49, 0.59, 0.01], [0.46, -0.60, 0.14], [-2.10, 0.03, -0.92], [0.57, 1.68, 0.28], [1.18, -2.08, -0.66], [-2.04, -0.44, -1.05], [0.23, 0.05, 1.46], [0.77, 1.29, 1.30], [-2.21, -0.25, -0.33], [0.79, -2.16, -0.33], [1.07, 0.51, -1.23], [-0.11, -0.52, 0.16], [0.45, -0.57, 0.04], [0.35, 0.42, -0.35]],
  "e_homo_ev": -13.560,
  "charge": 2,
  "e_above_lowest_kj_mol": 223.3,
  "lumo_energy_ev": -8.66
}


No. 3
{
  "formula": "C27H44N3OP3Y",
  "method": "ωB97M-V/def2-TZVPD",
  "symbols": ["Y", "P", "P", "P", "H", "C", "C", "H", "C", "C", "C", "C", "C", "C", "C", "C", "C", "H", "H", "H", "H", "H", "H", "H", "H", "H", "H", "H", "H", "H", "H", "H", "H", "H", "H", "H", "H", "H", "H", "H", "H", "H", "H", "H", "H", "H", "C", "C", "C", "C", "C", "C", "O", "H", "H", "H", "H", "H", "H", "N", "C", "C", "C", "C", "C", "C", "C", "N", "C", "C", "N", "C", "H", "H", "H", "H", "H", "H", "H"],
  "positions_angstrom": [[-1.238, 1.150, -0.642], [2.726, -1.641, 0.761], [1.452, 2.330, -0.684], [-1.085, -1.961, -0.782], [-0.626, 2.977, -6.820], [-1.480, 2.375, -6.477], [-2.346, 2.801, -5.545], [-2.201, 3.745, -5.021], [3.919, -2.942, 0.534], [3.479, -0.196, 1.501], [1.422, -2.173, 1.840], [0.903, 3.491, -2.000], [1.929, 3.528, 0.604], [3.113, 1.936, -1.396], [-2.346, -2.210, -2.109], [-1.869, -3.057, 0.443], [0.145, -3.126, -1.547], [-1.681, 1.463, -7.060], [-3.292, 2.281, -5.470], [4.217, -3.297, 1.534], [4.805, -2.573, 0.017], [3.489, -3.791, -0.030], [4.533, -0.445, 1.728], [2.972, 0.062, 2.452], [3.427, 0.694, 0.836], [1.873, -2.856, 2.573], [0.641, -2.716, 1.293], [0.895, -1.358, 2.370], [1.557, 4.374, -1.999], [-0.131, 3.822, -1.835], [0.949, 3.023, -2.991], [2.662, 4.256, 0.224], [2.367, 3.004, 1.463], [1.044, 4.070, 0.957], [3.902, 2.603, -0.995], [3.084, 2.068, -2.496], [3.395, 0.893, -1.195], [-2.757, -3.232, -2.056], [-1.904, -2.049, -3.101], [-3.155, -1.480, -1.984], [-2.644, -3.671, -0.031], [-2.355, -2.456, 1.215], [-1.147, -3.716, 0.933], [-0.367, -4.025, -1.937], [0.904, -3.427, -0.813], [0.671, -2.640, -2.382], [-0.732, 0.275, -3.834], [0.453, -0.158, -4.432], [0.337, -1.209, -5.325], [-0.934, -1.633, -5.754], [-2.105, -0.962, -5.346], [-2.001, 0.063, -4.411], [-0.595, 0.627, -2.551], [2.225, -1.240, -0.518], [1.379, 0.242, -4.034], [1.272, -1.655, -5.649], [-1.021, -2.485, -6.418], [-3.099, -1.274, -5.716], [-2.824, 0.675, -4.031], [1.039, 0.835, 9.915], [0.500, 0.784, 8.873], [-0.148, 0.744, 7.589], [-1.328, 0.005, 7.428], [-1.976, -0.021, 6.171], [-1.362, 0.650, 5.103], [-0.204, 1.401, 5.265], [0.377, 1.476, 6.524], [-1.879, 0.539, 3.783], [-3.224, 0.404, 3.463], [-3.323, 0.420, 2.125], [-2.040, 0.615, 1.564], [-1.184, 0.667, 2.620], [-1.723, -0.555, 8.265], [-2.884, -0.613, 6.057], [0.228, 1.909, 4.398], [1.262, 2.085, 6.655], [-3.991, 0.295, 4.227], [-4.238, 0.387, 1.548], [-0.107, 0.801, 2.567]],
  "forces_ev_per_angstrom": [[1.42, -1.71, -1.79], [-0.01, 0.56, -0.63], [0.68, 1.18, -0.55], [-0.49, -1.09, -1.23], [-0.23, -0.39, 0.49], [-0.41, 0.45, -0.21], [0.62, 0.09, -1.23], [-0.13, -0.17, -0.10], [-0.01, -0.63, 0.07], [0.45, 0.74, 0.39], [-1.01, -0.39, 0.31], [-0.31, 0.01, -0.19], [-0.11, 0.02, 0.53], [0.24, -0.69, -0.31], [-0.10, 0.55, -0.22], [-0.17, 0.04, 0.79], [0.53, 0.38, 0.11], [0.12, 0.48, 0.36], [0.02, 0.05, 0.44], [-0.05, 0.08, -0.30], [-0.06, 0.03, -0.06], [0.16, 0.41, 0.25], [-0.43, 0.36, -0.11], [0.29, -0.25, -0.47], [0.21, -0.75, 0.46], [-0.19, 0.19, -0.06], [0.39, -0.05, 0.15], [0.55, -0.24, -0.29], [-0.22, -0.18, 0.07], [0.10, 0.18, -0.09], [-0.10, -0.01, 0.29], [-0.29, -0.30, 0.05], [-0.04, 0.17, -0.10], [0.17, -0.02, 0.00], [-0.59, -0.30, -0.09], [-0.06, -0.13, 0.61], [0.07, 0.34, -0.23], [0.21, 0.47, 0.05], [-0.12, 0.00, 0.37], [-0.10, -0.25, -0.18], [0.35, 0.09, 0.13], [-0.01, -0.10, 0.08], [-0.13, 0.02, -0.02], [0.13, 0.45, 0.33], [-0.17, -0.14, -0.16], [-0.26, -0.06, 0.15], [0.19, -1.16, -0.90], [-1.02, -0.40, 0.38], [-0.10, 0.34, -0.57], [-0.03, 0.05, 0.15], [0.14, 0.07, -0.35], [0.88, -0.23, 0.72], [-1.57, 2.65, 2.62], [0.08, -0.29, 0.65], [0.11, -0.40, -0.05], [-0.34, -0.22, -0.38], [0.05, 0.10, -0.01], [0.77, 0.27, 0.08], [-0.01, -0.64, -0.06], [-1.44, -0.18, -2.82], [1.43, 0.19, 2.71], [-0.41, 0.03, -0.02], [-0.22, 0.23, -1.02], [0.88, 0.04, 0.55], [0.18, -0.37, 0.69], [-0.01, -0.11, 0.24], [0.21, -0.03, -0.41], [-0.38, 0.20, -1.17], [0.37, -0.26, 0.84], [0.70, 0.49, -0.89], [0.07, 0.08, 0.92], [-1.72, -0.15, 0.02], [-0.08, 0.07, -0.07], [0.28, 0.18, -0.06], [-0.11, 0.06, 0.54], [-0.02, -0.07, 0.15], [0.32, 0.11, -0.27], [0.26, -0.09, -0.10], [-0.37, -0.04, 0.04]],
  "e_homo_ev": -14.864,
  "charge": 3,
  "e_above_lowest_kj_mol": 0.0,
  "lumo_energy_ev": -9.44
}